# 1
{
  "formula": "C8H16N2O4",
  "method": "ωB97M-V/def2-TZVPD",
  "e_tot_ha": -724.8498,
  "smiles": "N/C=C(\\N)C(=O)OC=O.CC(C)(C)O",
  "homo_lumo_gap_ev": 8.98,
  "e_above_lowest_kcal_mol": 60.2,
  "charge": 0,
  "largest_force_ev_per_a": 5.00,
  "elements": ["C", "C", "C", "C", "C", "C", "C", "C", "N", "N", "O", "O", "O", "O", "H", "H", "H", "H", "H", "H", "H", "H", "H", "H", "H", "H", "H", "H", "H", "H"],
  "positions_angstrom": [[2.512, 1.765, 1.126], [2.679, 0.444, -0.950], [-1.774, -0.880, -0.613], [-3.017, 0.472, 1.030], [-1.269, 1.584, -0.556], [1.747, -1.236, 0.429], [2.000, -0.808, -0.792], [-1.753, 0.299, 0.159], [1.250, -1.360, -1.880], [0.944, -2.240, 0.844], [3.229, 1.009, 0.271], [1.316, 1.698, 1.227], [2.862, 1.038, -1.974], [-0.736, -0.070, 1.126], [3.270, 2.396, 1.582], [-1.808, -1.868, -0.060], [-2.720, -0.969, -1.113], [-0.856, -0.936, -1.243], [-3.504, -0.511, 1.273], [-3.779, 1.042, 0.434], [-2.757, 0.997, 1.910], [-0.316, 1.602, -0.959], [-2.130, 1.830, -1.238], [-1.278, 2.414, 0.233], [2.449, -0.735, 1.077], [1.373, -2.292, -2.076], [1.386, -0.849, -2.698], [0.681, -2.269, 1.828], [0.055, -2.132, 0.332], [-0.054, 0.564, 1.270]],
  "forces_ev_per_angstrom": [[-0.2, -0.9, -1.5], [0.2, 0.0, -0.3], [-0.1, -3.8, -2.7], [-1.3, -0.3, -2.3], [-4.4, 1.1, 2.2], [1.7, 0.0, 2.3], [-1.5, -0.5, -1.9], [1.7, 1.9, 3.9], [0.0, 2.3, 1.5], [-1.3, -0.2, -0.5], [0.3, 0.1, -0.6], [0.9, 0.9, 0.6], [-0.1, 0.0, 0.4], [-0.4, -0.9, 0.9], [-0.5, 0.4, 0.9], [0.2, 1.3, 0.2], [-0.3, 0.1, -1.3], [-1.1, 0.0, -0.1], [0.7, 0.8, -0.1], [0.4, -0.3, 0.7], [0.1, 0.6, 0.9], [1.7, -0.6, -1.2], [1.3, 0.1, 0.0], [0.0, -1.0, -1.0], [-0.4, -0.5, 1.1], [0.6, -2.6, -0.1], [0.2, 1.1, -1.6], [0.6, 0.3, -0.3], [0.6, -0.6, 0.2], [0.5, 1.1, -0.1]]
}

***

# 2
{
  "formula": "C9H14",
  "method": "ωB97M-V/def2-TZVPD",
  "e_tot_ha": -351.2931,
  "smiles": "Cc1ccccc1.CC",
  "homo_lumo_gap_ev": 10.10,
  "e_above_lowest_kcal_mol": 23.3,
  "charge": 0,
  "largest_force_ev_per_a": 3.11,
  "elements": ["C", "C", "C", "C", "C", "C", "C", "H", "H", "H", "H", "H", "H", "H", "H", "C", "C", "H", "H", "H", "H", "H", "H"],
  "positions_angstrom": [[2.756, -1.619, 0.362], [-1.263, -0.476, 1.354], [-0.997, -1.801, 0.892], [-0.259, 0.447, 1.421], [0.292, -2.046, 0.500], [1.113, 0.086, 1.208], [1.362, -1.183, 0.731], [-2.306, -0.248, 1.550], [-1.837, -2.446, 0.684], [-0.475, 1.469, 1.713], [0.503, -3.072, 0.226], [1.724, 0.866, 1.619], [3.003, -1.404, -0.670], [2.921, -2.683, 0.552], [3.548, -1.074, 0.891], [-1.503, 1.563, -2.234], [-1.006, 2.236, -0.946], [-0.854, 0.917, -2.863], [-2.310, 0.925, -1.910], [-1.849, 2.270, -2.999], [-0.792, 3.281, -1.166], [-0.013, 1.865, -0.731], [-1.759, 2.126, -0.182]],
  "forces_ev_per_angstrom": [[0.7, 0.0, 0.4], [-0.7, -1.4, -0.8], [-0.1, 2.6, -0.1], [1.1, -0.3, 0.6], [0.0, -1.6, 0.6], [-3.0, 0.4, 0.7], [1.0, 0.5, -0.3], [0.1, 0.4, 0.2], [0.2, -0.4, 0.2], [0.0, -0.1, 0.1], [0.3, 0.0, -0.5], [1.3, -0.2, -0.6], [-0.3, -0.2, -0.5], [-0.1, 0.1, -0.1], [-0.4, 0.0, 0.3], [-0.3, -0.3, -0.8], [1.1, 0.5, -1.9], [0.3, 0.3, 1.0], [-0.5, -0.3, -0.5], [-0.4, 0.1, 0.5], [-0.4, 0.3, 0.3], [-0.1, -0.4, 0.8], [0.3, 0.1, 0.4]]
}

***

# 3
{
  "formula": "C18H37F4N3O",
  "method": "ωB97M-V/def2-TZVPD",
  "e_tot_ha": -1346.9783,
  "smiles": "O=C1NCC[C@@H]1C(F)(F)C(F)F.CCN(CC)CC.CCN(CC)CC",
  "homo_lumo_gap_ev": 8.38,
  "charge": 0,
  "largest_force_ev_per_a": 3.69,
  "elements": ["O", "C", "N", "C", "C", "C", "C", "F", "F", "C", "F", "F", "H", "H", "H", "H", "H", "H", "H", "C", "C", "N", "C", "C", "C", "C", "H", "H", "H", "H", "H", "H", "H", "H", "H", "H", "H", "H", "H", "H", "H", "C", "C", "N", "C", "C", "C", "C", "H", "H", "H", "H", "H", "H", "H", "H", "H", "H", "H", "H", "H", "H", "H"],
  "positions_angstrom": [[-1.215, 2.465, -0.103], [-0.980, 2.901, 0.948], [0.296, 3.138, 1.479], [0.246, 2.404, 2.759], [-1.073, 2.974, 3.334], [-1.924, 3.300, 2.088], [-3.346, 2.798, 2.024], [-3.769, 2.791, 0.766], [-4.112, 3.664, 2.666], [-3.588, 1.377, 2.610], [-3.811, 0.511, 1.655], [-4.659, 1.408, 3.397], [0.963, 2.739, 0.823], [0.019, 1.366, 2.501], [1.075, 2.558, 3.425], [-1.525, 2.403, 4.128], [-0.781, 3.939, 3.728], [-2.044, 4.373, 2.033], [-2.771, 0.997, 3.213], [-2.993, -0.064, -1.955], [-1.699, 0.382, -2.619], [-0.850, -0.723, -3.024], [0.502, -0.314, -3.362], [0.692, 0.607, -4.573], [-1.445, -1.707, -3.911], [-2.020, -1.221, -5.247], [-2.791, -0.749, -1.129], [-3.517, 0.803, -1.553], [-3.667, -0.558, -2.658], [-1.147, 0.977, -1.893], [-1.942, 1.055, -3.456], [1.122, -1.206, -3.496], [0.923, 0.192, -2.486], [0.546, 0.078, -5.514], [1.713, 0.995, -4.581], [0.019, 1.464, -4.546], [-2.248, -2.211, -3.365], [-0.710, -2.493, -4.103], [-2.652, -0.340, -5.127], [-2.640, -2.007, -5.685], [-1.240, -0.990, -5.971], [4.401, -3.360, 2.608], [3.176, -3.096, 1.745], [2.289, -2.095, 2.306], [0.983, -2.053, 1.670], [0.912, -1.656, 0.192], [2.891, -0.806, 2.593], [3.578, -0.057, 1.444], [4.112, -3.601, 3.632], [4.960, -4.207, 2.207], [5.079, -2.505, 2.632], [2.619, -4.033, 1.662], [3.506, -2.839, 0.727], [0.334, -1.387, 2.248], [0.533, -3.046, 1.774], [1.093, -0.591, 0.047], [-0.087, -1.862, -0.197], [1.619, -2.217, -0.421], [3.627, -0.947, 3.390], [2.130, -0.158, 3.037], [4.245, -0.702, 0.871], [4.184, 0.757, 1.850], [2.860, 0.391, 0.758]],
  "forces_ev_per_angstrom": [[-0.8, -1.1, -3.3], [0.5, 1.7, 3.3], [0.7, -0.8, -0.4], [-1.9, 0.0, -0.4], [0.8, 1.2, -0.2], [0.0, -0.5, 0.1], [1.1, -1.1, 0.0], [-0.5, 0.1, -1.3], [-0.9, 1.0, 1.2], [0.7, 0.6, 0.9], [-0.2, -1.2, -1.6], [-1.1, 0.1, 0.8], [0.2, 0.2, 0.2], [0.8, -0.4, 0.5], [0.5, -0.1, 0.0], [-0.2, -0.3, 0.1], [-0.1, 0.1, 0.5], [0.1, 0.3, -0.2], [0.4, 0.1, 0.1], [-0.1, 0.0, -0.1], [-0.2, 0.0, 0.0], [0.4, -0.2, 0.0], [0.1, 0.1, 0.1], [0.1, 0.0, 0.0], [-0.3, -0.1, 0.0], [0.0, -0.1, -0.1], [0.0, 0.0, 0.0], [0.0, 0.0, 0.0], [0.0, 0.0, 0.0], [0.1, 0.0, -0.1], [0.0, 0.0, 0.0], [-0.1, -0.1, 0.0], [-0.1, 0.0, 0.0], [-0.1, 0.0, 0.0], [0.0, 0.0, 0.0], [0.0, 0.0, 0.0], [0.0, 0.1, 0.0], [0.1, 0.1, 0.0], [0.0, 0.0, 0.0], [0.0, 0.0, 0.0], [0.0, 0.1, 0.0], [0.0, 0.0, 0.0], [0.2, 0.0, 0.0], [-0.3, 0.1, 0.1], [-0.2, -0.1, -0.1], [-0.2, 0.1, 0.0], [0.3, 0.1, 0.1], [0.0, 0.2, 0.0], [0.0, 0.0, 0.0], [0.0, 0.0, 0.0], [0.0, 0.0, 0.0], [-0.1, 0.1, 0.0], [0.0, -0.1, 0.0], [0.1, 0.1, 0.1], [0.1, 0.0, 0.0], [0.1, 0.0, -0.1], [0.0, 0.0, 0.0], [0.0, 0.0, 0.0], [0.0, -0.1, 0.0], [-0.1, -0.1, -0.1], [0.0, 0.0, 0.0], [0.0, 0.0, 0.0], [0.0, -0.1, -0.1]]
}

***

# 4
{
  "formula": "C33H57N3O18",
  "method": "ωB97M-V/def2-TZVPD",
  "e_tot_ha": -2809.9798,
  "smiles": "C[C@H]1COC(=O)O1.C[C@H]1COC(=O)O1.C[C@H]1COC(=O)O1.COC(=O)OC.COC(=O)OC.COC(=O)OC.CCCC#N.CCCC#N.CCCC#N",
  "homo_lumo_gap_ev": 10.35,
  "e_above_lowest_kcal_mol": 0.0,
  "charge": 0,
  "largest_force_ev_per_a": 8.84,
  "elements": ["C", "C", "C", "O", "C", "O", "O", "H", "H", "H", "H", "H", "H", "C", "C", "C", "O", "C", "O", "O", "H", "H", "H", "H", "H", "H", "C", "C", "C", "O", "C", "O", "O", "H", "H", "H", "H", "H", "H", "C", "O", "C", "O", "O", "C", "H", "H", "H", "H", "H", "H", "C", "O", "C", "O", "O", "C", "H", "H", "H", "H", "H", "H", "C", "O", "C", "O", "O", "C", "H", "H", "H", "H", "H", "H", "C", "C", "C", "C", "N", "H", "H", "H", "H", "H", "H", "H", "C", "C", "C", "C", "N", "H", "H", "H", "H", "H", "H", "H", "C", "C", "C", "C", "N", "H", "H", "H", "H", "H", "H", "H"],
  "positions_angstrom": [[2.654, 2.480, 1.762], [3.336, 1.581, 2.748], [4.664, 2.092, 3.195], [4.519, 2.459, 4.516], [3.374, 1.994, 5.045], [2.988, 2.250, 6.131], [2.687, 1.468, 4.032], [2.663, 3.486, 2.247], [1.613, 2.199, 1.553], [3.222, 2.337, 0.822], [3.337, 0.475, 2.296], [4.889, 2.993, 2.583], [5.518, 1.376, 3.147], [0.065, -0.064, -0.121], [-0.638, -0.103, 1.187], [-1.946, -0.892, 1.209], [-1.844, -1.638, 2.376], [-0.541, -1.684, 2.788], [-0.008, -2.405, 3.628], [0.136, -0.842, 2.021], [0.895, 0.550, -0.234], [-0.499, 0.227, -0.968], [0.449, -1.035, -0.422], [-0.849, 0.897, 1.541], [-2.032, -1.563, 0.348], [-2.801, -0.106, 1.196], [-3.012, -0.075, -2.559], [-3.787, -0.327, -3.867], [-3.563, 0.625, -5.042], [-3.027, -0.135, -6.062], [-3.009, -1.407, -5.687], [-2.458, -2.356, -6.312], [-3.450, -1.547, -4.401], [-3.128, 0.915, -2.197], [-1.924, -0.237, -2.629], [-3.208, -0.620, -1.640], [-4.900, -0.446, -3.591], [-2.787, 1.394, -4.708], [-4.472, 1.095, -5.391], [-0.377, -3.750, -3.771], [0.529, -4.344, -2.876], [0.424, -4.085, -1.572], [-0.806, -3.670, -1.127], [1.546, -4.209, -0.704], [1.350, -4.111, 0.708], [-0.260, -2.609, -3.770], [-1.340, -4.135, -3.448], [-0.145, -4.119, -4.762], [0.308, -4.346, 0.846], [1.341, -3.091, 1.140], [2.005, -4.721, 1.241], [0.111, 1.787, -3.584], [-0.971, 2.440, -2.986], [-0.787, 2.876, -1.768], [0.416, 2.784, -1.017], [-1.882, 3.521, -1.142], [-1.879, 3.688, 0.274], [-0.213, 1.721, -4.649], [0.397, 0.790, -3.226], [0.951, 2.512, -3.684], [-0.977, 3.438, 0.837], [-2.676, 3.028, 0.726], [-2.190, 4.748, 0.411], [5.881, -5.975, 4.160], [4.714, -5.205, 4.048], [4.768, -3.864, 3.769], [5.893, -3.169, 3.366], [3.671, -3.276, 4.095], [3.529, -1.926, 3.739], [6.643, -5.612, 4.898], [6.334, -6.014, 3.188], [5.573, -6.928, 4.369], [3.539, -1.906, 2.643], [4.355, -1.287, 4.126], [2.569, -1.442, 3.961], [-6.444, 2.352, -3.081], [-5.628, 3.458, -2.397], [-5.582, 3.410, -0.965], [-5.099, 2.104, -0.363], [-4.701, 1.127, 0.083], [-6.443, 2.491, -4.066], [-7.501, 2.484, -2.866], [-6.070, 1.351, -2.853], [-5.850, 4.464, -2.713], [-4.649, 3.296, -2.801], [-6.550, 3.602, -0.462], [-4.803, 4.134, -0.589], [-0.076, 2.879, 5.531], [-1.295, 2.967, 4.565], [-2.370, 1.841, 4.729], [-3.050, 2.161, 5.979], [-3.624, 2.342, 6.964], [0.612, 2.043, 5.449], [-0.315, 2.880, 6.564], [0.522, 3.803, 5.318], [-0.842, 3.007, 3.597], [-1.686, 3.952, 4.674], [-1.925, 0.880, 4.908], [-3.087, 1.762, 3.902], [2.419, -1.083, -3.300], [3.008, -2.358, -3.842], [4.450, -2.108, -4.375], [4.495, -0.994, -5.259], [4.551, -0.111, -5.984], [1.440, -1.324, -2.763], [2.301, -0.254, -4.050], [3.083, -0.775, -2.526], [2.270, -2.811, -4.588], [3.100, -3.166, -3.099], [4.806, -2.965, -4.841], [5.054, -1.784, -3.527]],
  "forces_ev_per_angstrom": [[-0.4, 0.3, 0.6], [-0.7, -3.6, -0.3], [2.3, 0.2, -1.7], [0.9, 0.6, 1.8], [0.2, 1.8, -1.6], [-0.1, -0.8, 0.7], [-2.0, -1.1, -0.3], [0.1, -0.3, -1.1], [0.3, 0.0, 0.1], [-0.3, 0.8, 0.4], [0.3, 2.3, 1.1], [0.3, -0.5, 0.5], [-0.7, 0.4, -0.3], [0.0, -1.4, -1.2], [-1.4, 0.4, -1.9], [-1.3, 2.2, -1.6], [0.2, -1.1, 2.0], [0.5, -1.8, 1.2], [-1.9, 1.8, -2.0], [2.9, -0.3, 2.1], [1.5, 1.5, 0.7], [-1.3, 0.4, -0.6], [-0.3, -0.6, 0.4], [0.4, 0.4, 0.6], [-0.1, 0.0, 0.1], [1.0, -1.9, 0.3], [1.2, -0.2, -0.1], [-2.4, 0.2, 2.3], [0.8, 2.5, 2.0], [0.2, -0.9, -1.1], [3.3, -4.6, -1.0], [-2.6, 3.8, 2.1], [0.8, -1.8, -2.0], [-0.3, 1.3, -0.1], [-0.2, 0.1, -0.7], [-1.0, -0.8, -0.5], [1.5, 0.7, -0.4], [-1.1, -0.7, -0.7], [-0.1, 0.3, 0.0], [-0.9, 1.3, 0.0], [3.5, -0.5, 2.5], [-6.2, 2.6, 3.5], [7.1, -2.1, -1.7], [-1.4, 0.1, -3.8], [-3.0, 1.9, -0.3], [-0.5, -1.6, 0.2], [-0.4, 0.8, -0.4], [0.2, -0.1, 0.0], [-0.3, -0.8, 0.6], [0.8, -0.1, -0.8], [1.1, -1.2, 0.4], [1.6, 0.7, -3.1], [-1.5, 0.9, 2.2], [5.3, 1.0, 7.0], [-7.1, 0.3, -5.1], [2.2, -2.3, -2.8], [-1.3, 0.2, 1.2], [0.1, -0.5, 0.7], [-0.3, 0.6, 0.4], [-0.2, -0.8, 0.7], [0.3, 0.3, -0.8], [0.6, 0.6, -0.7], [0.4, -0.8, 0.2], [2.1, 2.2, -0.6], [-1.3, 2.8, 0.0], [7.5, 2.0, -1.0], [-6.3, -4.4, 1.9], [-1.4, -0.8, 0.6], [0.5, 2.0, -1.5], [-1.0, -0.1, -0.5], [0.6, 0.1, -0.5], [-0.9, -2.3, 0.9], [0.4, 0.2, 0.0], [-0.5, -0.7, -0.2], [0.1, -1.1, 0.8], [-0.7, 0.5, 3.6], [0.2, -1.1, -2.9], [1.1, -0.4, 4.2], [-0.5, 1.1, -1.0], [0.1, -0.3, 0.2], [0.5, 0.5, -4.3], [-0.2, -0.5, 0.6], [-0.2, 0.2, 0.2], [-0.6, 0.3, -0.2], [1.1, 0.1, 0.0], [0.4, 0.2, -0.3], [-1.0, -0.4, -0.2], [0.3, 1.0, -1.0], [1.3, -1.2, 0.6], [0.5, 1.5, 0.3], [-1.3, -0.3, 0.8], [0.5, 0.1, -0.6], [-0.3, -0.2, -0.7], [-0.7, 0.3, 1.0], [-0.3, -0.8, 0.4], [0.0, -0.5, -1.0], [-0.9, 0.6, 0.3], [0.5, -0.5, -0.3], [0.2, 0.1, 0.2], [-1.6, -0.2, 0.6], [-0.7, -1.1, -1.2], [-1.8, 0.9, 1.6], [0.1, 0.5, -1.1], [-0.1, 0.5, -0.3], [1.0, 0.5, -0.9], [0.1, -1.0, 0.6], [0.5, 0.8, 0.7], [1.4, 0.6, 0.4], [-0.1, 0.6, 0.1], [1.0, -1.5, -0.7], [0.2, -0.5, 0.2]]
}